Entry 1:
{"formula": "C19H37N4P2SSiV", "method": "ωB97M-V/def2-TZVPD", "relative_energy_kcal_mol": 0.6, "e_lumo_ev": -6.4, "charge": 2, "species": ["V", "C", "P", "C", "C", "C", "P", "C", "C", "H", "H", "H", "H", "H", "H", "H", "H", "H", "H", "H", "H", "H", "H", "H", "H", "C", "C", "C", "N", "N", "C", "N", "S", "H", "H", "H", "H", "H", "H", "H", "C", "Si", "C", "C", "H", "H", "H", "H", "H", "H", "H", "H", "H", "N", "C", "C", "C", "C", "C", "C", "H", "H", "H", "H", "H"], "coordinates": [[-0.23256, 0.05496, 0.06296], [-1.05635, -0.77141, 3.45108], [0.22210, 0.06570, 2.47408], [0.28385, 1.75169, 3.13076], [1.81685, -0.68036, 2.93069], [2.82554, -0.20448, 1.89444], [2.19720, -0.48140, 0.18529], [2.46272, -2.26624, -0.03882], [3.54999, 0.28138, -0.75083], [-0.83555, -0.69146, 4.51645], [-1.10944, -1.82511, 3.17771], [-2.02630, -0.30980, 3.26372], [0.44002, 1.73447, 4.21021], [-0.64986, 2.26873, 2.91039], [1.09022, 2.31293, 2.65841], [1.70877, -1.76781, 2.90447], [2.10607, -0.40342, 3.94576], [3.78899, -0.70845, 1.99776], [3.02009, 0.86676, 1.99996], [3.47138, -2.53900, 0.27461], [2.34176, -2.53194, -1.08787], [1.74121, -2.83825, 0.54406], [4.49259, -0.02736, -0.29527], [3.48382, 1.36785, -0.70451], [3.55430, -0.02722, -1.79060], [-2.13616, -5.35914, 1.05486], [-1.29186, -4.41254, 0.20624], [-1.88953, -3.05140, 0.06420], [-1.24990, -1.94143, 0.16131], [-2.03318, -0.82547, -0.07141], [-3.28893, -1.11849, -0.34583], [-4.20668, -0.19838, -0.62305], [-3.58492, -2.81758, -0.27641], [-1.63854, -6.32299, 1.13580], [-3.11393, -5.54026, 0.60567], [-2.28649, -4.96900, 2.06125], [-1.15853, -4.81979, -0.80048], [-0.29498, -4.27935, 0.62851], [-3.93988, 0.77295, -0.65819], [-5.16185, -0.43625, -0.83170], [-1.28871, 0.94548, -2.90283], [0.28244, 0.01794, -2.44913], [1.69965, 0.78653, -3.38605], [0.04188, -1.78043, -2.94723], [-1.40335, 0.86813, -3.98924], [-1.24825, 2.00384, -2.64621], [-2.18707, 0.51142, -2.46235], [1.29148, 1.01695, -4.37523], [2.53709, 0.10987, -3.54721], [2.06589, 1.72329, -2.96839], [0.17369, -1.87991, -4.02805], [-0.97430, -2.10946, -2.71573], [0.73372, -2.47614, -2.47273], [-0.24361, 1.67527, -0.05918], [-0.25094, 3.06261, -0.16742], [-1.38700, 3.77422, 0.21709], [-1.39001, 5.15512, 0.10531], [-0.27169, 5.81718, -0.38534], [0.85694, 5.10275, -0.76612], [0.87439, 3.72141, -0.65982], [-2.25010, 3.24864, 0.60567], [-2.26505, 5.71748, 0.40092], [-0.28085, 6.89501, -0.47069], [1.72393, 5.62473, -1.14721], [1.74778, 3.15644, -0.95847]], "atomic_forces_ev_per_a": [[0.06, 0.54, -0.15], [0.00, 0.00, 0.07], [-0.08, 0.00, 0.02], [0.02, 0.03, 0.04], [-0.01, -0.02, 0.00], [0.08, 0.00, 0.00], [-0.04, 0.00, 0.02], [0.01, -0.06, -0.03], [0.07, 0.00, -0.02], [0.00, -0.01, 0.00], [0.01, 0.00, -0.01], [0.00, 0.01, -0.01], [0.00, 0.00, -0.01], [-0.01, -0.02, 0.00], [0.00, -0.01, -0.01], [0.00, 0.00, 0.00], [-0.01, 0.01, 0.00], [-0.02, -0.01, 0.00], [-0.03, 0.00, 0.00], [0.00, 0.02, 0.01], [0.01, 0.00, 0.01], [0.00, 0.01, 0.01], [-0.01, 0.01, 0.00], [-0.03, 0.00, -0.01], [-0.03, -0.01, 0.02], [0.00, -0.04, 0.02], [0.02, 0.09, -0.04], [0.06, -0.10, 0.14], [-0.06, -0.04, -0.15], [0.02, -0.22, 0.04], [-0.09, 0.18, 0.09], [0.03, -0.03, 0.01], [0.00, -0.01, -0.12], [0.00, 0.00, 0.00], [-0.01, 0.01, -0.01], [0.00, 0.01, 0.00], [-0.01, -0.02, 0.02], [-0.01, -0.02, 0.01], [-0.01, 0.01, 0.01], [0.01, -0.03, -0.01], [0.00, -0.04, -0.03], [-0.07, -0.10, 0.02], [-0.04, 0.02, 0.01], [0.02, 0.00, 0.02], [0.01, 0.00, 0.00], [0.04, 0.01, 0.01], [0.00, 0.00, 0.01], [-0.01, 0.01, 0.00], [-0.01, 0.00, 0.02], [0.01, -0.01, 0.03], [0.00, 0.04, -0.02], [0.00, 0.01, 0.01], [0.00, 0.01, -0.02], [0.11, -0.19, 0.00], [-0.01, -0.23, 0.02], [0.05, 0.15, -0.01], [-0.01, -0.05, 0.00], [-0.01, 0.03, 0.00], [0.00, -0.03, 0.00], [-0.02, 0.17, -0.02], [0.01, -0.03, -0.01], [0.00, 0.00, 0.00], [0.01, 0.00, 0.00], [0.01, 0.00, 0.00], [-0.02, -0.05, 0.02]]}

=====

Entry 2:
{"formula": "C19H37O9", "method": "ωB97M-V/def2-TZVPD", "relative_energy_kcal_mol": 835.7, "e_lumo_ev": 2.5, "charge": -1, "species": ["O", "C", "O", "O", "H", "C", "C", "O", "C", "H", "H", "H", "H", "H", "H", "C", "C", "O", "C", "H", "H", "H", "H", "H", "H", "C", "C", "O", "C", "H", "H", "H", "H", "H", "H", "C", "C", "O", "C", "H", "H", "H", "H", "H", "H", "C", "C", "O", "C", "H", "H", "H", "H", "H", "H", "C", "C", "O", "C", "H", "H", "H", "H", "H", "H"], "coordinates": [[0.28979, -1.47852, -0.56115], [1.22386, -0.97807, 0.18221], [2.00527, -1.69585, 0.86417], [1.30448, 0.25531, 0.20402], [0.04308, -0.55277, -0.62215], [-0.92713, -0.28979, 1.73461], [-0.49800, -1.61071, 2.23848], [-1.02349, -2.71702, 1.79201], [0.64436, -1.62830, 3.29328], [-0.23875, -0.06661, 0.91949], [-0.91433, 0.53823, 2.44336], [-1.80065, -0.34190, 1.08473], [0.43611, -1.02182, 4.17471], [1.63880, -1.29235, 2.99946], [0.84991, -2.67556, 3.51483], [1.55180, -1.28894, -2.95004], [1.95727, -2.57653, -3.57260], [2.54982, -2.63047, -4.66720], [1.66190, -3.79778, -2.72701], [2.28448, -0.50480, -3.14081], [1.29187, -1.44606, -1.90321], [0.58099, -1.07269, -3.39598], [0.90494, -3.51982, -1.99364], [2.63210, -4.03091, -2.28829], [1.39799, -4.71970, -3.24520], [-0.85998, 1.41708, 0.19856], [-1.06828, 2.71118, 1.04012], [-2.01507, 2.80210, 1.75283], [0.05486, 3.78350, 0.89998], [-1.31177, 0.59369, 0.75175], [0.20389, 1.23301, 0.34814], [-1.14455, 1.45516, -0.85295], [0.16114, 4.17118, -0.11319], [0.92541, 3.24283, 1.27135], [-0.18045, 4.64944, 1.51875], [-1.59240, 1.35790, -2.75085], [-0.43369, 0.79899, -1.98137], [-0.57376, 0.05013, -1.04673], [0.95135, 1.16042, -2.52889], [-2.40223, 1.60658, -2.06496], [-1.98277, 0.64557, -3.47770], [-1.53221, 2.30984, -3.27837], [1.70255, 0.50092, -2.09430], [1.08151, 2.20092, -2.23138], [0.98036, 1.12363, -3.61788], [0.49689, 1.21276, 2.33527], [1.95897, 1.24014, 2.66624], [2.83943, 1.82930, 2.01671], [2.43505, 0.44877, 3.93155], [0.27153, 0.36202, 1.69219], [0.28710, 2.09550, 1.73125], [-0.28601, 1.02979, 3.07127], [3.42775, 0.06697, 3.69309], [1.73794, -0.37765, 4.06999], [2.70594, 1.07835, 4.77910], [-3.38011, 0.39442, -1.11012], [-3.15280, -0.92478, -0.48895], [-4.03547, -1.68187, -0.47571], [-1.74844, -1.32462, -0.10408], [-4.45210, 0.58268, -1.05097], [-2.93661, 0.40432, -2.10577], [-2.83848, 1.17269, -0.57249], [-1.73521, -2.24426, 0.48088], [-1.23068, -0.46282, 0.31705], [-1.17520, -1.57257, -0.99740]], "atomic_forces_ev_per_a": [[8.38, -11.56, 3.00], [6.47, -4.30, 3.01], [-0.77, -0.15, -0.74], [3.10, 1.42, -1.03], [1.77, -0.55, -0.23], [-4.63, -4.47, 6.06], [-1.07, -5.01, 0.00], [3.35, 3.65, 4.40], [-0.87, -1.66, -0.87], [0.07, -1.98, 0.72], [-3.86, -3.23, -1.04], [-2.56, -0.91, 5.73], [-1.09, -0.62, 0.04], [-0.94, -0.47, -1.42], [-0.45, -0.08, 0.42], [0.61, -1.40, -0.86], [1.24, -0.82, -2.09], [-1.12, 0.01, 1.96], [0.05, 0.08, -0.40], [-0.10, -0.89, -0.47], [0.77, 0.12, -0.66], [0.01, 0.28, -0.34], [0.30, -0.39, 0.29], [-0.07, 0.13, 0.64], [-0.18, 0.30, -0.43], [-1.98, 9.56, 1.95], [0.12, -0.56, -2.90], [-1.72, 1.09, 1.61], [-1.20, 0.21, 0.20], [-1.83, 5.64, -2.23], [-0.74, 1.25, -1.84], [-1.51, 4.25, 3.97], [0.13, -0.46, -0.17], [0.74, 1.24, -0.69], [0.08, -0.15, 0.29], [-0.35, 1.94, -0.86], [3.41, -0.70, -4.78], [-5.47, 8.97, -14.12], [-0.92, 0.78, 1.06], [1.20, 0.74, -1.04], [0.20, -0.18, -0.06], [1.47, -0.05, -0.30], [-0.44, 1.47, 0.30], [0.27, 0.25, 0.14], [-0.22, 0.07, 0.07], [5.80, 3.55, 2.62], [2.28, 1.04, 1.13], [-2.08, -0.69, 0.78], [0.59, 0.56, -1.00], [4.55, 2.47, 2.40], [0.79, -1.60, 1.99], [2.90, 2.26, 2.53], [-0.04, -0.39, -0.40], [1.48, 1.74, 1.44], [-0.85, 0.34, 0.13], [-1.23, 0.15, 0.98], [3.87, 1.47, -0.21], [-4.23, -3.66, 0.37], [-5.30, -3.00, -3.38], [0.00, 0.12, -0.46], [-2.14, -1.65, 1.11], [-0.65, -0.12, 0.20], [-0.78, 0.94, -0.60], [-1.58, -5.35, -5.55], [-2.98, -1.05, -0.37]]}

=====

Entry 3:
{"formula": "C19H38BN2O13Pb", "method": "ωB97M-V/def2-TZVPD", "e_lumo_ev": -2.5, "charge": 1, "species": ["Pb", "O", "C", "O", "B", "O", "C", "O", "O", "C", "O", "C", "O", "O", "C", "C", "C", "O", "H", "H", "H", "H", "H", "H", "H", "H", "C", "O", "C", "C", "N", "C", "C", "O", "C", "H", "H", "H", "H", "H", "H", "H", "H", "H", "H", "H", "H", "H", "H", "H", "C", "O", "C", "C", "N", "C", "C", "O", "C", "H", "H", "H", "H", "H", "H", "H", "H", "H", "H", "H", "H", "H", "H", "H"], "coordinates": [[-0.60362, 0.09206, 0.29380], [4.04658, -6.33207, -4.35197], [3.79539, -5.44316, -3.48994], [2.79802, -4.60188, -3.54324], [2.85601, -3.75154, -2.29912], [3.86926, -4.44642, -1.42217], [4.42404, -5.38911, -2.12372], [5.32318, -6.08921, -1.70039], [1.57914, -3.62536, -1.68590], [1.25568, -2.41101, -1.66075], [0.27384, -1.86319, -1.12103], [2.34613, -1.65260, -2.38461], [3.27879, -2.39230, -2.67939], [2.22567, -0.43949, -2.56099], [2.72787, 3.16291, -0.24071], [1.45603, 2.72191, -0.92593], [1.36115, 3.13095, -2.42886], [1.29611, 1.36197, -1.00737], [2.82099, 2.81921, 0.78949], [3.00521, 4.21365, -0.15630], [3.61349, 2.79670, -0.76000], [0.61479, 3.12293, -0.36062], [1.54731, 4.20106, -2.52002], [0.42343, 2.96981, -2.96065], [2.17273, 2.72810, -3.03478], [1.79720, 1.03883, -1.75976], [0.66484, 1.76219, 3.29131], [-0.52934, 1.40434, 2.59060], [-1.31860, 2.55208, 2.64230], [-2.57745, 2.45770, 1.81799], [-2.11600, 2.29141, 0.39696], [-3.33129, 2.41317, -0.46620], [-2.89845, 2.08144, -1.87802], [-2.05272, 0.94824, -1.96469], [-1.61149, 0.78861, -3.37436], [1.29140, 2.38930, 2.65707], [1.20961, 0.87352, 3.61003], [0.39462, 2.44917, 4.09328], [-0.72691, 3.40451, 2.30859], [-1.64694, 2.86786, 3.63254], [-3.15441, 3.36818, 1.97999], [-3.11508, 1.54492, 2.07468], [-1.59869, 3.12045, 0.14162], [-3.48581, 3.48257, -0.32267], [-4.21518, 1.85991, -0.14880], [-2.43101, 2.96084, -2.32103], [-3.78349, 1.99431, -2.50827], [-2.43112, 0.66345, -4.08193], [-0.89200, -0.03018, -3.37874], [-1.05634, 1.66169, -3.71734], [2.99038, -0.38838, 1.48724], [1.62840, -0.71125, 1.66123], [1.37706, -1.74909, 2.55399], [-0.05412, -1.84185, 3.05768], [-0.99879, -1.80080, 1.91889], [-2.30259, -1.59471, 2.58060], [-3.37651, -1.54585, 1.50952], [-2.91194, -1.08536, 0.27124], [-3.60834, -1.46317, -0.90431], [3.01697, 0.46561, 0.81042], [3.37613, -1.29957, 1.03002], [3.51275, -0.16295, 2.41697], [1.85278, -1.51341, 3.50595], [1.87058, -2.61888, 2.12040], [-0.39025, -1.14152, 3.82231], [-0.00037, -2.80337, 3.56827], [-1.05795, -2.70469, 1.47216], [-2.26442, -0.61922, 3.06543], [-2.49237, -2.32717, 3.36519], [-4.21433, -1.02938, 1.97794], [-3.62162, -2.60276, 1.40483], [-3.05954, -1.28039, -1.82816], [-4.51143, -0.86460, -1.02361], [-3.65270, -2.54934, -0.82455]], "atomic_forces_ev_per_a": [[0.57, -0.01, -0.85], [-0.73, 3.68, 3.08], [0.61, -5.06, -3.65], [-0.44, 1.59, 0.93], [2.77, -3.13, -1.31], [-2.23, 2.39, -0.03], [3.18, -2.00, 0.80], [-1.34, 0.76, -0.88], [-1.31, -1.73, 1.11], [-2.05, 2.70, 0.98], [1.26, -1.47, -0.82], [-2.95, 5.42, 0.66], [2.59, -2.04, -0.73], [0.59, -1.24, -0.32], [1.49, -0.03, 0.22], [-0.37, 1.83, -2.07], [0.63, 2.15, 0.46], [-0.27, -1.58, 1.76], [-0.31, -0.37, 0.04], [-0.97, 0.39, -0.34], [-0.04, -0.53, -0.18], [-0.30, 0.12, -0.01], [-0.11, 0.29, 0.03], [-0.09, -0.41, 0.55], [0.07, -0.56, 0.25], [0.18, -0.91, -0.33], [0.54, 0.21, 0.00], [0.18, -0.10, 0.73], [-1.45, 1.41, -0.06], [1.96, -0.57, -1.09], [-1.95, -0.50, 1.14], [1.50, 0.32, -0.04], [-0.70, 0.82, -0.59], [0.04, 0.27, -1.59], [0.44, 0.11, 1.07], [0.24, -0.24, -0.37], [-0.22, 0.21, 0.04], [0.10, -0.55, 0.54], [0.12, 0.24, -0.38], [0.31, -0.60, 0.61], [-0.32, -0.10, -0.04], [-0.35, 0.19, 0.11], [0.53, 0.11, 0.14], [-1.20, 0.05, -0.88], [0.40, -0.25, 0.37], [0.67, 0.12, 0.09], [-0.25, -0.54, -0.08], [-0.24, -0.35, 0.36], [-0.35, -0.17, -0.02], [-0.07, 0.25, 0.31], [-0.12, -0.64, -0.63], [-1.74, 1.62, -0.02], [0.79, 0.82, 1.48], [1.00, -1.26, -1.74], [-0.68, -0.24, 2.37], [0.34, 1.45, -1.21], [-0.54, -2.06, 0.82], [1.06, 1.75, 0.24], [0.00, -0.65, -0.16], [0.18, -0.23, -0.01], [0.98, 0.28, -0.15], [-0.11, -0.04, 0.17], [0.94, -0.20, 0.14], [-0.64, -0.72, 0.30], [0.58, 0.47, -0.36], [-0.67, -0.34, 0.08], [0.40, -0.28, -0.39], [0.23, 0.09, 0.17], [-0.31, -0.18, -0.19], [-0.42, 0.27, -0.72], [-0.71, -0.12, -0.40], [0.65, 0.30, 0.54], [-0.47, -0.63, 0.29], [-1.10, -0.04, -0.31]]}

=====

Number 1: M 494.6 g mol⁻¹. Number 2: M 409.5 g mol⁻¹. Number 3: M 720.5 g mol⁻¹.